No. 1
Here is a structure of composition C48H39BrO9Si2 from the OMol25 dataset. Energies are from wB97M-V/def2-TZVPD.

```
99
C48H39BrO9Si2 | the OMol25 dataset | wB97M-V/def2-TZVPD
C 3.49 0.45 -2.39
O 3.12 -0.84 -1.97
C 1.73 -1.06 -2.17
C 1.38 -2.45 -1.74
C 0.14 -3.00 -2.47
Si -1.38 -1.88 -2.48
O -2.13 -2.02 -3.98
Si -1.70 -1.02 -5.21
C -0.39 -1.88 -6.29
C 0.79 -1.04 -6.59
O 1.93 -1.29 -6.28
Br 0.40 0.68 -7.44
H 2.89 1.22 -1.91
H 4.51 0.62 -2.12
H 3.37 0.56 -3.46
H 1.52 -0.90 -3.22
H 1.19 -0.33 -1.57
H 2.20 -3.11 -1.99
H 1.26 -2.52 -0.66
H -0.15 -3.95 -2.04
H 0.43 -3.14 -3.50
H -1.05 -0.46 -2.27
H -2.32 -2.24 -1.40
H -2.85 -0.68 -6.06
H -1.14 0.25 -4.71
H -0.01 -2.75 -5.78
H -0.84 -2.24 -7.21
C -8.67 -3.06 1.21
C -7.61 -3.40 0.38
C -6.34 -2.90 0.63
C -6.13 -2.07 1.72
C -7.19 -1.72 2.55
C -8.46 -2.23 2.30
C -7.00 -0.80 3.71
O -7.92 -0.51 4.44
C -5.63 -0.25 3.94
C -5.43 0.64 4.98
C -4.17 1.16 5.22
C -3.10 0.77 4.42
C -3.29 -0.12 3.38
C -4.56 -0.63 3.13
C -4.75 -1.57 1.99
O -3.82 -1.91 1.29
H -9.66 -3.45 1.02
H -7.78 -4.04 -0.48
H -5.51 -3.16 -0.01
H -9.28 -1.96 2.95
H -6.27 0.93 5.60
H -4.02 1.86 6.03
H -2.11 1.17 4.61
H -2.46 -0.42 2.75
C 2.10 6.26 -6.77
C 1.95 4.95 -6.33
C 1.82 4.68 -4.98
C 1.84 5.72 -4.06
C 2.00 7.04 -4.50
C 2.12 7.30 -5.86
C 2.06 8.17 -3.53
O 2.18 9.31 -3.91
C 1.96 7.85 -2.08
C 2.05 8.88 -1.16
C 1.95 8.61 0.20
C 1.75 7.31 0.63
C 1.66 6.27 -0.28
C 1.77 6.54 -1.64
C 1.69 5.41 -2.61
O 1.51 4.27 -2.23
H 2.20 6.47 -7.83
H 1.95 4.13 -7.04
H 1.71 3.66 -4.63
H 2.23 8.32 -6.19
H 2.21 9.89 -1.50
H 2.03 9.42 0.92
H 1.67 7.10 1.69
H 1.50 5.26 0.05
C 1.18 -5.35 7.14
C 0.34 -5.64 6.06
C 0.76 -5.37 4.77
C 2.01 -4.81 4.55
C 2.84 -4.51 5.63
C 2.42 -4.79 6.92
C 4.17 -3.87 5.41
O 4.90 -3.62 6.35
C 4.58 -3.56 4.02
C 5.79 -2.92 3.79
C 6.19 -2.62 2.50
C 5.38 -2.97 1.42
C 4.17 -3.60 1.64
C 3.76 -3.89 2.93
C 2.44 -4.55 3.14
O 1.74 -4.85 2.20
H 0.85 -5.57 8.15
H -0.63 -6.07 6.24
H 0.12 -5.60 3.93
H 3.07 -4.56 7.75
H 6.42 -2.66 4.64
H 7.13 -2.12 2.33
H 5.70 -2.74 0.42
H 3.54 -3.87 0.81
```

Values from the calculation:
* strongest force on any atom: 2.49 eV/Å
* energy: -5682.822032 hartree
* HOMO energy: -9.72 eV
* orbital gap: 8.73 eV



No. 2
Here is a structure of composition C6H8Br3N2O2 from the OMol25 dataset. Energies are from wB97M-V/def2-TZVPD.

```
21
C6H8Br3N2O2 | the OMol25 dataset | wB97M-V/def2-TZVPD
O -1.36 1.94 3.41
C -2.18 1.43 2.71
O -3.19 0.71 3.27
C -2.13 1.54 1.16
C -0.71 1.15 0.74
N -0.54 0.39 -0.33
C 0.84 0.17 -0.47
C 1.43 0.81 0.55
N 0.44 1.44 1.29
H -3.36 -0.10 2.77
H -2.44 2.52 0.78
H -2.78 0.74 0.77
H -1.25 0.04 -0.96
H 1.32 -0.41 -1.27
H 2.50 0.82 0.76
H 0.57 2.02 2.12
C 2.64 -3.06 -3.56
Br 0.81 -3.45 -4.04
Br 2.83 -1.24 -2.91
Br 3.34 -4.34 -2.31
H 3.23 -3.13 -4.46
```

Values from the calculation:
* strongest force on any atom: 2.71 eV/Å
* energy: -8215.235665 hartree
* charge: +1
* HOMO energy: -12.90 eV
* orbital gap: 9.76 eV



No. 3
Here is a structure of composition C31H24Cl2N2O9Rh from the OMol25 dataset. Energies are from wB97M-V/def2-TZVPD.

```
69
C31H24Cl2N2O9Rh | the OMol25 dataset | wB97M-V/def2-TZVPD
Rh 0.65 -1.57 1.18
O 0.70 -2.03 7.38
C 0.79 -2.05 6.03
C 1.89 -1.52 5.36
C 1.89 -1.57 3.98
N 0.89 -2.12 3.31
C -0.18 -2.60 3.94
C -0.27 -2.60 5.31
C -1.27 -3.09 3.00
O -2.22 -3.71 3.46
O -1.07 -2.78 1.77
C 2.98 -0.98 3.10
O 4.01 -0.57 3.63
O 2.69 -0.98 1.86
H 1.48 -1.59 7.74
H 2.73 -1.07 5.87
H -1.14 -3.00 5.80
C -3.25 5.82 0.78
C -2.49 4.53 0.95
C -1.10 4.51 0.92
C -0.39 3.33 1.10
C 1.12 3.37 1.01
C -1.09 2.15 1.34
C -2.49 2.14 1.37
C -3.27 0.87 1.58
C -3.17 3.33 1.17
C -0.35 0.85 1.49
O 0.52 0.55 0.61
O -0.62 0.06 2.41
H -2.61 6.60 0.36
H -3.63 6.18 1.74
H -4.11 5.68 0.12
H -0.56 5.43 0.75
H 1.48 4.38 1.19
H 1.45 3.06 0.01
H 1.59 2.68 1.71
H -2.90 0.06 0.96
H -4.33 1.04 1.35
H -3.19 0.52 2.61
H -4.25 3.33 1.18
Cl -2.32 -1.56 -5.50
C -1.72 -0.46 -4.29
C -2.63 0.30 -3.58
C -2.17 1.18 -2.61
C -0.81 1.30 -2.39
C 0.09 0.55 -3.12
Cl 1.77 0.82 -2.82
C -0.34 -0.38 -4.08
N 0.51 -1.19 -4.85
C 1.76 -1.71 -4.47
C 2.89 -1.38 -5.22
C 4.14 -1.87 -4.89
C 4.28 -2.69 -3.79
C 3.16 -3.06 -3.06
C 1.89 -2.60 -3.40
C 0.69 -3.13 -2.64
C 0.61 -2.56 -1.23
O 1.46 -2.95 -0.37
O -0.28 -1.73 -0.94
H -3.69 0.19 -3.78
H -2.87 1.76 -2.03
H -0.43 1.97 -1.64
H 0.29 -1.23 -5.83
H 2.77 -0.68 -6.05
H 5.00 -1.58 -5.48
H 5.25 -3.06 -3.50
H 3.26 -3.71 -2.20
H 0.80 -4.21 -2.53
H -0.23 -2.91 -3.16
```

Values from the calculation:
* strongest force on any atom: 0.26 eV/Å
* energy: -3013.494251 hartree
* spin multiplicity: 5
* charge: -1
* HOMO energy (spin up / spin down): -5.89 / -5.91 eV
* expectation value of S²: 6.008
* orbital gap (spin up / spin down): 8.33 / 6.78 eV



strongest force on any atom of number 1 (C48H39BrO9Si2)?
2.49 eV/Å



Among the records above, which one has the lowest strongest force on any atom?
C31H24Cl2N2O9Rh